Here is a cluster of 2 separate species, C2H3Cl2NO2 in total in a non-equilibrium geometry from the Open Molecules 2025 dataset. Energies are from the ωB97M-V functional and the def2-TZVPD basis.

Cartesian coordinates (Å):
C -1.13 0.51 0.40
C -1.24 1.78 0.73
N 1.49 -1.23 -0.38
O 2.50 -0.77 -0.85
O 1.26 -2.52 -0.82
Cl -1.33 2.98 -0.53
Cl -1.39 2.37 2.29
H -1.01 -0.28 1.18
H -0.93 0.02 -0.53
H 1.79 -2.85 -1.49

- DFT total energy: -32748.6615 eV
- Lowest unoccupied orbital energy: -0.014 Eh
- Maximum force: 4.43 eV/Å
- 2S+1: 1

***

Here is a structure of composition C5H16N2O in a non-equilibrium geometry from the Open Molecules 2025 dataset. Energies are from the ωB97M-V functional and the def2-TZVPD basis.

Cartesian coordinates (Å):
C 1.89 1.54 -0.20
C 0.10 1.67 1.61
N 1.41 0.90 -1.23
O 2.09 2.87 -0.11
H 1.47 3.35 -0.67
H 2.53 1.00 0.49
H 0.44 -0.26 -0.58
H 0.96 1.51 -1.91
H 0.88 2.19 2.16
H -0.47 2.42 1.07
H -0.58 1.30 2.39
C -1.57 -0.86 -0.30
C 0.41 -1.93 0.72
C -1.70 -1.70 -1.56
N -0.20 -0.71 0.20
H -0.07 0.34 0.95
H -1.94 0.15 -0.49
H -2.18 -1.28 0.51
H 0.53 -2.71 -0.04
H -0.19 -2.33 1.54
H 1.40 -1.69 1.10
H -1.06 -1.31 -2.35
H -1.42 -2.74 -1.38
H -2.73 -1.70 -1.91

- DFT total energy: -10469.1469 eV
- Lowest unoccupied orbital energy: 0.030 Eh
- Maximum force: 2.26 eV/Å
- 2S+1: 1

***

Here is an isolated molecule of C6H12 from the Open Molecules 2025 dataset. Energies are from the ωB97M-V functional and the def2-TZVPD basis.

Cartesian coordinates (Å):
C 0.46 -0.99 -1.43
C -1.63 0.28 0.05
C -0.33 0.94 -0.22
C -1.08 1.36 1.00
C 0.85 0.01 -0.32
C 1.27 -0.65 1.01
H 0.32 -0.44 -2.37
H 1.24 -1.74 -1.57
H -0.48 -1.53 -1.28
H -1.53 -0.73 0.46
H -2.40 0.32 -0.71
H -0.38 1.68 -1.02
H -0.78 0.99 1.97
H -1.38 2.41 1.04
H 1.72 0.58 -0.66
H 1.74 0.06 1.70
H 1.99 -1.44 0.81
H 0.42 -1.10 1.54

- DFT total energy: -6415.5300 eV
- Lowest unoccupied orbital energy: 0.044 Eh
- Maximum force: 0.82 eV/Å
- 2S+1: 1